Run P
Density functional theory data (wB97M-V/def2-TZVPD) for the ion C5H10NO2 with charge +1.

Calculated values
total charge: +1
HOMO level: -13.62 eV
HOMO-LUMO gap: 9.09 eV
multiplicity: 1
LUMO level: -4.5 eV

Structure (XYZ):
```
18
C5H10NO2, DFT wB97M-V/def2-TZVPD
O -0.736 0.122 1.169
O -0.513 -3.304 -0.003
N 0.568 1.574 -0.134
C -1.974 -3.387 -0.033
C 1.225 2.673 0.563
C -0.023 -2.251 -0.486
C 0.282 -1.054 -0.788
C 0.307 0.064 0.608
H -2.435 -2.522 -0.519
H -0.327 1.945 -0.461
H -2.032 -4.149 -0.783
H 0.546 -0.594 -1.759
H 2.399 2.716 0.492
H 0.758 2.661 1.578
H 1.026 3.531 0.041
H 1.449 -0.170 0.976
H 1.004 1.554 -1.052
H -2.363 -3.747 0.829
```

Run Q
Density functional theory data (wB97M-V/def2-TZVPD) for the ion C5H10NO2 with charge +1.

Calculated values
total charge: +1
HOMO level: -14.54 eV
HOMO-LUMO gap: 11.31 eV
multiplicity: 1
LUMO level: -3.2 eV
structure (SMILES): OC[C@]1(O)CC=C[NH2+]1

Structure (XYZ):
```
18
C5H10NO2, DFT wB97M-V/def2-TZVPD
O 1.518 -1.391 -1.326
O 0.721 -0.969 1.515
N 0.891 0.811 -0.164
C -0.057 1.853 -0.588
C 0.200 -1.424 -0.733
C 0.045 -0.488 0.462
C -1.266 1.487 -0.126
C -1.321 0.203 0.611
H 1.464 0.111 -0.941
H 2.087 -1.642 -0.526
H -2.225 -0.512 0.440
H -0.583 -1.201 -1.445
H -0.041 -2.371 -0.261
H 0.304 2.521 -1.233
H 0.164 -0.689 2.284
H 1.587 1.157 0.480
H -1.316 0.344 1.731
H -2.174 2.199 -0.180
```

Least stable of them? run P.

Run P
Density functional theory data (wB97M-V/def2-TZVPD) for a cluster of 3 separate species, C4H14N2O2 in total.

Calculated values
HOMO level: -8.28 eV
HOMO-LUMO gap: 8.85 eV
multiplicity: 1
LUMO level: 0.6 eV
structure (SMILES): C=C(N)CCN.O.O

Structure (XYZ):
```
22
C4H14N2O2, DFT wB97M-V/def2-TZVPD
O -2.871 -1.255 -2.056
O -0.182 -2.571 -2.475
N 0.706 -1.420 2.512
N -0.135 1.958 -0.908
C 1.097 -0.362 1.497
C 1.430 2.497 0.902
C -0.057 0.582 1.129
C 0.507 1.693 0.342
H 0.466 -0.998 3.321
H -0.948 1.429 -1.165
H 1.519 -0.819 0.648
H -0.637 0.939 1.953
H 1.870 3.513 0.488
H 1.611 -1.807 2.772
H -0.099 2.860 -1.222
H -2.321 -1.770 -1.527
H 1.887 0.523 2.034
H 0.556 -2.491 -2.990
H -2.580 -1.362 -2.877
H -0.090 -1.929 -1.741
H -0.677 0.030 0.299
H 2.005 2.260 1.808
```

Run Q
Density functional theory data (wB97M-V/def2-TZVPD) for a cluster of 2 separate species, C4H14N2O2 in total.

Calculated values
HOMO level: -9.00 eV
HOMO-LUMO gap: 9.82 eV
multiplicity: 1
LUMO level: 0.8 eV
structure (SMILES): CNC[C@H](N)CO.O

Structure (XYZ):
```
22
C4H14N2O2, DFT wB97M-V/def2-TZVPD
O -2.231 0.866 3.105
O 3.222 -1.487 0.052
N 0.391 -0.777 0.970
N -1.309 -0.099 -1.294
C -2.113 1.002 -0.738
C 2.467 -0.363 -0.379
C 0.935 -0.761 -0.388
C 0.145 0.255 -1.279
H 2.634 0.299 0.460
H -3.010 1.412 3.000
H -1.711 1.405 0.223
H 0.872 -1.730 -0.862
H -2.100 1.783 -1.529
H -1.412 -0.847 -0.606
H 0.469 0.053 -2.317
H 2.855 0.119 -1.311
H -1.987 0.533 2.228
H -3.127 0.601 -0.651
H 0.963 -1.473 1.440
H 0.499 0.085 1.495
H 0.254 1.292 -0.994
H 3.294 -2.168 -0.624
```

Least stable of them? run P.

Run P
Density functional theory data (wB97M-V/def2-TZVPD) for a cluster of 2 separate species, C4H14N2O2 in total.

Calculated values
HOMO level: -8.96 eV
HOMO-LUMO gap: 9.49 eV
multiplicity: 1
LUMO level: 0.5 eV
structure (SMILES): C[C@@H](O)CNCN.O

Structure (XYZ):
```
22
C4H14N2O2, DFT wB97M-V/def2-TZVPD
O -2.395 1.142 2.505
O 3.211 -2.135 -4.712
N 2.291 -1.108 0.112
N -0.133 -0.566 -0.015
C 1.275 -0.121 0.496
C -2.445 1.520 0.082
C -1.607 1.085 1.211
C -0.988 -0.281 1.188
H 1.244 0.246 1.586
H -1.902 2.129 -0.808
H -0.816 1.764 1.510
H -2.973 0.703 -0.424
H -0.431 -0.519 2.169
H 1.273 0.832 -0.030
H -0.237 -1.484 -0.266
H -1.786 -0.952 1.415
H -3.324 2.181 0.248
H 4.083 -1.745 -4.986
H 3.205 -1.669 -3.857
H -3.163 1.641 2.772
H 2.835 -0.857 -0.780
H 2.783 -1.806 0.585
```

Run Q
Density functional theory data (wB97M-V/def2-TZVPD) for a cluster of 4 separate species, C4H14N2O2 in total.

Calculated values
HOMO level: -8.67 eV
HOMO-LUMO gap: 3.65 eV
multiplicity: 1
LUMO level: -5.0 eV

Structure (XYZ):
```
22
C4H14N2O2, DFT wB97M-V/def2-TZVPD
O -0.045 1.203 -1.656
O 2.110 0.111 -1.272
N -1.851 -2.557 -0.519
N -1.710 -1.364 1.864
C 1.901 2.265 0.772
C -0.971 -1.400 -0.540
C 0.734 2.916 1.086
C -0.466 -1.271 0.957
H -0.221 1.600 -2.479
H 2.817 0.094 -1.867
H -2.407 -2.584 -1.414
H 0.893 0.849 -1.806
H -0.150 3.017 0.363
H 0.247 -0.503 1.066
H -1.406 -1.903 2.737
H -0.011 -2.230 0.983
H 1.973 1.533 -0.100
H -1.462 -0.501 -0.923
H -0.077 -1.549 -1.168
H -2.367 -1.998 1.398
H 2.620 2.408 1.568
H 0.769 3.638 1.995
```

Least stable of them? run Q.